Record 1
49
Properties=species:S:1:pos:R:3:forces:R:3 method="wB97M-V/def2-TZVPD" homo_lumo_gap_ev=10.98 total_charge=+2 de_lowest_kcal_mol=0.1
Mg -0.24181 -0.17438 0.20296 -0.38 0.74 -0.31
C 1.12611 -2.64849 0.93309 0.11 -0.75 0.42
O 0.66213 -1.56508 1.31704 0.13 -0.32 -0.03
N 0.45194 -3.82572 1.08458 0.54 0.36 -0.39
N 2.38118 -2.75509 0.44211 -0.13 0.38 0.06
H 0.92087 -4.65329 0.75431 -0.33 -0.16 0.04
H -0.55091 -3.80842 1.06839 -0.02 0.05 0.15
H 2.93075 -1.91677 0.43655 0.09 -0.02 -0.01
H 2.78220 -3.59351 0.06206 -0.09 -0.05 0.08
C -1.15841 -1.78268 -2.33026 -0.62 -0.27 0.07
O -0.78838 -1.46158 -1.19469 0.12 -0.53 -0.42
N -1.78853 -2.96296 -2.54383 0.35 0.36 -0.34
N -1.01091 -0.97880 -3.41107 0.21 -0.01 0.45
H -1.83473 -3.64395 -1.81122 -0.05 0.00 0.04
H -2.20358 -3.15598 -3.43787 -0.03 -0.23 0.09
H -0.82676 -0.00686 -3.22482 0.06 -0.02 -0.20
H -1.24507 -1.28989 -4.33616 -0.10 0.15 -0.02
C 2.59127 0.60560 -0.94028 0.43 -0.14 0.04
O 1.48579 0.09431 -0.72990 0.69 0.47 -0.59
N 3.13228 0.57247 -2.18538 -0.53 -0.02 0.05
N 3.31617 1.22015 0.03583 -0.38 -0.35 -0.72
H 2.58133 0.07402 -2.86281 0.16 -0.12 -0.12
H 4.08106 0.80172 -2.42527 0.01 0.10 0.16
H 3.00052 1.05671 0.97783 0.28 0.08 0.09
H 4.27301 1.44266 -0.18166 0.08 0.11 0.48
C -2.43603 -0.57727 2.22593 -0.86 0.25 -0.29
O -1.92821 -0.50189 1.10016 -0.57 -0.42 0.56
N -2.64568 0.54131 2.97414 0.47 -0.98 -0.20
N -2.92161 -1.74105 2.71788 0.47 0.72 0.08
H -3.07100 0.45195 3.87919 -0.15 0.51 -0.04
H -2.48682 1.40867 2.49470 -0.07 0.22 0.30
H -2.78866 -2.57179 2.17572 -0.12 -0.12 0.11
H -3.42002 -1.74061 3.58942 -0.06 -0.40 -0.06
C -1.15095 2.19973 -1.87712 -0.50 -0.19 -0.44
O -1.22061 1.34405 -0.99437 0.31 0.04 0.16
N -0.07745 2.31699 -2.71401 -0.11 0.10 -0.10
N -2.20258 3.00718 -2.15601 0.47 -0.07 0.04
H 0.76543 1.80005 -2.54917 -0.02 -0.05 0.24
H -0.09249 2.94852 -3.49604 0.06 0.06 0.07
H -3.03860 2.90415 -1.61041 -0.02 0.03 0.02
H -2.14150 3.73081 -2.84948 -0.14 0.05 0.06
C 0.61526 2.07779 2.31682 0.21 0.15 0.31
O 0.11475 1.33934 1.46292 0.32 0.22 0.26
N 0.24637 2.01452 3.61425 0.00 0.02 0.05
N 1.56109 2.99742 2.00085 -0.18 -0.21 0.00
H 0.58817 2.65358 4.31032 0.09 -0.03 -0.03
H -0.27178 1.21175 3.92365 -0.15 0.02 -0.09
H 2.04413 3.51959 2.70944 0.03 0.09 -0.06
H 1.89128 3.02099 1.05170 -0.08 0.19 0.03

=====

Record 2
12
Properties=species:S:1:pos:R:3:forces:R:3 method="wB97M-V/def2-TZVPD" homo_lumo_gap_ev=11.93 total_charge=+1 de_lowest_kcal_mol=61.5
C -0.95754 -0.02047 -1.02812 1.73 -0.29 0.69
C -0.14640 0.66417 -0.03393 5.31 -1.57 1.04
C 1.66086 -0.17429 0.46318 -5.64 1.11 -1.88
N -1.28517 -0.10661 0.39443 -0.40 -2.45 0.65
H -1.55079 0.50417 -1.66610 -1.96 1.31 -1.45
H -0.56355 -0.94014 -1.40233 0.07 -0.47 -0.18
H -0.26685 1.68891 0.22728 0.00 0.64 -0.22
H 2.35104 0.58632 0.34209 1.35 1.33 -0.15
H 1.52781 -0.83323 -0.38046 0.78 -0.70 0.40
H 1.38575 -0.44555 1.45171 0.30 -0.66 0.64
H -1.92988 0.50650 0.79662 -1.93 0.62 0.56
H -1.28837 -1.06908 0.79512 0.38 1.13 -0.09

=====

Record 3
7
Properties=species:S:1:pos:R:3:forces:R:3 method="wB97M-V/def2-TZVPD" homo_lumo_gap_ev="8.59 / 7.73" de_lowest_kcal_mol=109.4
C -0.75369 0.17100 0.16736 -3.76 -0.61 3.74
N 2.17680 -0.79898 -1.44425 -2.25 1.50 2.62
O -0.05586 0.53192 -0.78457 0.69 1.66 -2.56
O 1.55414 -0.39626 -0.56759 3.73 -2.42 -2.25
Cl -0.16063 0.69921 2.04767 -0.13 -0.14 -1.15
H -1.77068 0.67986 0.17196 1.01 -0.18 -0.04
H -0.99008 -0.88675 0.40942 0.71 0.20 -0.36

=====

Record 4
51
Properties=species:S:1:pos:R:3:forces:R:3 method="wB97M-V/def2-TZVPD" homo_lumo_gap_ev="5.94 / 2.09" total_charge=+1 multiplicity=2
N -10.36488 -0.56662 -6.09755 0.44 0.73 0.05
C -10.64599 0.75087 -6.04818 -0.70 -0.28 0.22
C -10.20163 1.70162 -6.92765 2.03 -0.88 -1.86
C -9.37054 1.20192 -7.96530 -0.03 -0.99 -0.03
C -9.09341 -0.18563 -8.11649 -0.36 2.02 1.69
C -9.55511 -0.99899 -7.06922 -0.44 0.22 -0.68
H -11.32023 1.12640 -5.29268 -0.12 -0.53 0.48
H -10.37030 2.76472 -6.83949 -0.27 -0.06 0.15
H -8.86490 1.81843 -8.69376 -0.34 0.53 -0.03
H -8.42279 -0.45382 -8.91945 -0.15 -0.53 0.08
H -9.32207 -2.05323 -7.04334 0.01 -0.19 -0.02
N -6.54094 9.21560 -3.50935 0.40 -0.09 -1.83
C -5.43809 10.02894 -3.53376 -2.76 -0.82 1.77
C -4.30437 9.77606 -4.19916 1.60 -2.80 -1.77
C -4.29196 8.56992 -5.01216 -1.46 1.99 0.25
C -5.50142 7.87912 -5.19007 1.51 0.14 -0.12
C -6.60248 8.20513 -4.42245 0.27 1.70 1.88
H -5.56566 10.85641 -2.85156 0.35 0.26 -0.01
H -3.40516 10.34749 -4.02225 -0.03 0.19 -0.30
H -3.47929 8.35129 -5.68905 0.35 -0.11 0.31
H -5.50814 7.08780 -5.92503 -0.29 -0.13 -0.02
H -7.55757 7.70162 -4.44834 0.12 -0.29 -0.17
N -3.55844 4.19022 -3.80113 -0.68 -2.36 -2.34
C -3.67825 2.83740 -3.53557 0.37 0.95 0.64
C -3.34949 1.74450 -4.34869 0.08 2.39 -2.03
C -2.91288 2.11602 -5.65121 -1.04 0.25 0.75
C -2.98968 3.47033 -6.06721 0.84 -1.26 0.85
C -3.32517 4.44726 -5.13468 0.84 -0.49 2.09
H -3.98153 2.63081 -2.51982 0.00 0.08 0.34
H -3.44204 0.69188 -4.12551 0.12 0.15 0.54
H -2.62246 1.28112 -6.27171 0.27 0.36 -0.54
H -2.55571 3.80248 -6.99874 -0.37 -0.19 -0.31
H -3.20237 5.48839 -5.39427 -0.29 0.17 0.00
N -6.29587 0.69838 -1.25068 0.18 -4.04 -2.85
C -6.33419 0.92508 -2.60797 0.63 -0.16 1.05
C -6.08329 -0.13735 -3.52737 0.16 -0.26 2.51
C -5.84124 -1.39818 -2.92857 -0.40 0.67 -3.88
C -5.93888 -1.64732 -1.64426 -0.52 1.07 4.33
C -6.17104 -0.56069 -0.72659 0.22 2.28 -0.94
H -6.49242 1.94360 -2.93044 -0.38 0.14 -0.01
H -6.14648 -0.03431 -4.60059 -0.06 0.42 0.05
H -5.64542 -2.28194 -3.51766 0.10 0.18 -0.61
H -5.74136 -2.63141 -1.24557 0.00 0.06 0.28
H -6.06170 -0.60135 0.34710 -0.09 -0.32 0.12
C -6.65946 3.52162 -5.86482 -0.35 0.89 0.46
N -7.30624 4.82994 -5.44915 -0.49 1.41 -0.06
O -7.63371 5.62950 -6.35820 0.76 -1.83 2.30
O -7.47653 4.99562 -4.22500 0.26 -0.17 -2.49
H -6.83152 2.91459 -4.97600 -0.14 -0.44 -0.63
H -5.58497 3.65605 -5.98926 -0.15 0.31 -0.02
H -7.11932 3.25364 -6.81604 -0.02 -0.36 0.37